Entry 1:
Computed, not measured: a structure of composition C37H47Cl2CoGeN10O2P2Se3 in a non-equilibrium geometry, with ωB97M-V with the def2-TZVPD basis set.

XYZ file:
```
105
Properties=species:S:1:pos:R:3:mulliken_spin:R:1
Co -0.13 3.01 -0.76 1.969
Se -3.86 -1.56 2.23 0.901
P -2.01 -2.54 1.45 0.009
C -2.22 -3.89 0.31 -0.022
C -1.32 -4.91 0.13 0.000
C -1.58 -5.89 -0.83 0.002
C -2.69 -5.77 -1.65 -0.002
C -3.66 -4.79 -1.43 0.003
C -3.46 -3.84 -0.44 0.000
C -1.32 -3.29 2.95 -0.011
C -0.47 -2.57 3.78 -0.001
C -0.02 -3.14 4.97 0.001
C -0.31 -4.50 5.27 0.001
C -1.13 -5.24 4.41 0.003
C -1.61 -4.67 3.21 -0.005
C -1.19 -0.99 0.91 0.032
C -0.70 -0.42 -0.27 -0.033
N -0.45 0.92 0.06 0.051
N -0.76 1.10 1.32 -0.012
N -1.19 0.03 1.92 0.025
P -0.16 -1.39 -1.73 0.002
Se 1.24 0.14 -2.59 0.000
C -1.62 -1.95 -2.59 0.005
C -1.72 -2.96 -3.57 -0.001
C -2.81 -3.15 -4.41 0.000
C -3.90 -2.31 -4.27 0.000
C -3.87 -1.32 -3.26 0.000
C -2.76 -1.14 -2.48 -0.006
C 0.88 -2.84 -1.33 0.000
C 1.28 -3.64 -2.40 0.001
C 2.24 -4.62 -2.16 -0.001
C 2.84 -4.78 -0.94 0.000
C 2.38 -3.98 0.12 -0.001
C 1.42 -2.98 -0.04 0.002
H -0.36 -4.91 0.66 0.000
H -0.84 -6.65 -1.03 0.000
H -2.76 -6.35 -2.55 0.000
H -4.49 -4.72 -2.18 0.000
H -4.14 -2.96 -0.27 -0.001
H -0.12 -1.58 3.43 0.001
H 0.45 -2.50 5.67 0.000
H 0.00 -4.92 6.22 0.000
H -1.34 -6.31 4.66 0.000
H -2.31 -5.29 2.63 -0.003
H -0.93 -3.70 -3.72 0.000
H -2.75 -3.97 -5.12 0.000
H -4.75 -2.30 -4.98 0.000
H -4.69 -0.61 -3.19 0.000
H -2.75 -0.24 -1.89 0.000
H 0.92 -3.34 -3.36 0.001
H 2.67 -5.17 -2.97 0.000
H 3.69 -5.44 -0.79 0.000
H 2.87 -4.11 1.11 0.000
H 1.05 -2.49 0.87 -0.002
N -0.22 3.66 1.00 0.072
N 0.88 4.49 1.34 -0.011
C 1.02 5.36 0.31 -0.013
N 1.81 6.44 0.51 0.000
N 0.26 5.00 -0.76 -0.009
N 0.43 5.90 -1.95 -0.001
O -0.56 5.88 -2.66 0.001
O 1.43 6.60 -2.07 0.004
H -1.12 4.13 1.24 0.002
H -0.20 2.80 1.59 0.008
H 1.05 4.88 2.28 0.003
H 2.01 6.75 1.47 0.000
H 1.76 7.20 -0.13 0.000
Cl -3.18 5.21 0.88 -0.002
C -4.98 5.71 0.70 0.000
Cl -6.18 4.75 1.61 0.000
H -5.18 5.69 -0.35 0.000
H -4.99 6.66 1.17 0.000
C -0.50 3.07 -4.19 0.000
C -1.65 3.03 -3.31 -0.017
N -1.69 2.92 -2.01 0.039
C -3.01 2.82 -1.66 0.005
C -3.77 2.94 -2.79 0.000
N -2.93 3.00 -3.81 0.001
H -0.70 3.71 -5.10 -0.001
H -0.12 2.11 -4.41 0.000
H 0.29 3.61 -3.66 -0.004
H -3.37 2.62 -0.61 0.002
H -4.84 2.70 -2.95 0.000
H -3.28 3.25 -4.75 -0.001
C 4.69 -0.45 1.90 0.001
Ge 4.74 1.22 2.99 0.000
C 6.60 1.62 3.28 0.000
C 3.77 1.13 4.67 0.000
C 3.88 2.68 1.87 -0.001
Se 3.20 2.06 0.22 0.015
C 4.07 3.22 -1.16 -0.003
H 5.25 -1.24 2.43 0.000
H 5.17 -0.33 0.94 0.000
H 3.63 -0.82 1.72 0.000
H 6.97 2.41 2.63 0.000
H 7.27 0.80 3.14 0.000
H 6.73 1.91 4.32 0.000
H 3.86 0.17 5.23 0.000
H 2.70 1.30 4.50 0.000
H 3.97 1.94 5.38 0.000
H 4.63 3.46 1.59 0.000
H 3.06 3.17 2.43 0.001
H 4.87 2.62 -1.61 0.000
H 4.45 4.15 -0.58 -0.001
H 3.27 3.46 -1.85 0.001
```

Values from the calculation:
LUMO energy (spin up / spin down)	-2.53 / -5.08	eV
HOMO energy (spin up / spin down)	-9.0 / -8.1	eV
electronic energy	-14402.76975	Eh
multiplicity	4
ΔE to the lowest compared entry with this formula, charge and spin	58.1	kcal/mol
net charge	+1
expectation value of S²	3.780

---

Entry 2:
Computed, not measured: a structure of composition C45H64BCaN6O5PSSe in a non-equilibrium geometry, with ωB97M-V with the def2-TZVPD basis set.

XYZ file:
```
125
Properties=species:S:1:pos:R:3:lowdin_charge:R:1
Ca 0.60 -1.56 -0.15 0.815
C -3.33 1.95 3.28 -0.070
C -2.07 1.61 4.08 -0.370
C -2.00 0.12 4.39 -0.063
C -0.84 2.11 3.36 -0.284
C 0.02 3.14 3.77 0.006
C 0.94 3.27 2.76 -0.228
C 2.03 4.30 2.84 -0.351
C 1.80 5.43 1.83 -0.056
C 3.42 3.66 2.84 -0.048
N 0.65 2.36 1.78 0.082
N -0.45 1.65 2.19 0.116
B 1.12 1.83 0.31 -0.351
N 2.63 1.23 0.17 0.071
N 2.56 -0.14 0.36 0.012
C 3.78 -0.64 0.33 -0.285
C 4.70 0.37 0.10 0.014
C 3.96 1.53 -0.01 -0.217
C 4.62 2.84 -0.36 -0.368
C 5.66 2.64 -1.47 -0.070
C 3.59 3.85 -0.79 -0.072
C 4.04 -2.11 0.44 -0.367
C 5.13 -2.40 1.47 -0.074
C 4.41 -2.68 -0.93 -0.071
N 0.38 2.54 -0.94 0.082
N -0.47 1.59 -1.48 0.092
C -1.08 2.10 -2.52 -0.272
C -0.68 3.43 -2.70 -0.002
C 0.22 3.69 -1.69 -0.204
C 0.79 5.09 -1.60 -0.382
C 1.49 5.48 -2.90 -0.075
C -0.33 6.09 -1.30 -0.071
C -1.97 1.31 -3.44 -0.364
C -2.53 0.04 -2.80 -0.094
C -1.18 0.95 -4.71 -0.084
H -4.22 1.61 3.82 0.066
H -3.31 1.46 2.30 0.063
H -3.42 3.02 3.12 0.074
H -2.10 2.16 5.02 0.122
H -1.92 -0.46 3.48 0.054
H -2.89 -0.19 4.94 0.071
H -1.12 -0.12 4.99 0.082
H -0.02 3.72 4.68 0.099
H 1.90 4.75 3.83 0.118
H 1.42 5.03 0.90 0.033
H 2.71 6.01 1.63 0.079
H 1.03 6.11 2.21 0.082
H 3.47 2.82 2.16 0.058
H 3.65 3.28 3.83 0.081
H 4.20 4.38 2.57 0.073
H 0.54 0.80 0.30 0.035
H 5.77 0.28 -0.01 0.104
H 5.14 3.21 0.52 0.124
H 5.22 2.11 -2.31 0.095
H 6.52 2.08 -1.12 0.064
H 6.01 3.62 -1.82 0.071
H 3.12 3.52 -1.72 0.090
H 4.03 4.84 -0.95 0.096
H 2.82 3.93 -0.03 0.042
H 3.13 -2.61 0.78 0.103
H 6.08 -1.94 1.17 0.066
H 5.29 -3.47 1.57 0.072
H 4.86 -2.00 2.45 0.077
H 5.37 -2.26 -1.27 0.072
H 3.64 -2.45 -1.67 0.003
H 4.51 -3.77 -0.88 0.076
H -1.01 4.11 -3.46 0.106
H 1.51 5.19 -0.80 0.061
H 0.76 5.63 -3.70 0.070
H 2.18 4.71 -3.24 0.072
H 2.05 6.42 -2.78 0.074
H -1.07 6.11 -2.11 0.070
H 0.08 7.10 -1.19 0.072
H -0.86 5.84 -0.38 0.080
H -2.80 1.97 -3.72 0.125
H -1.71 -0.62 -2.53 0.007
H -3.17 -0.48 -3.52 0.074
H -3.12 0.25 -1.91 0.068
H -0.32 0.33 -4.44 0.017
H -0.83 1.84 -5.22 0.063
H -1.81 0.38 -5.40 0.068
O 0.96 -3.16 3.39 -0.298
S 0.23 -3.04 2.15 0.433
O 0.99 -3.47 0.95 -0.478
O -0.34 -1.71 1.89 -0.464
C -1.16 -4.14 2.24 -0.241
C -1.25 -4.95 3.37 -0.060
C -2.34 -5.79 3.53 -0.088
C -3.34 -5.82 2.57 -0.085
C -3.23 -5.01 1.44 -0.106
C -2.14 -4.18 1.24 -0.305
P -2.00 -3.14 -0.31 1.129
C -3.76 -2.61 -0.37 -0.352
C -4.25 -1.87 0.71 -0.104
C -5.55 -1.41 0.72 -0.086
C -6.39 -1.65 -0.37 -0.112
C -5.91 -2.37 -1.45 -0.101
C -4.60 -2.85 -1.45 -0.085
C -1.96 -4.44 -1.61 -0.365
C -1.72 -3.98 -2.91 -0.163
C -1.65 -4.86 -3.97 -0.082
C -1.77 -6.23 -3.75 -0.105
C -1.95 -6.70 -2.46 -0.103
C -2.04 -5.82 -1.40 -0.091
H -0.47 -4.88 4.12 0.103
H -2.41 -6.42 4.41 0.095
H -4.20 -6.46 2.69 0.096
H -4.02 -5.03 0.70 0.112
H -3.59 -1.65 1.54 0.100
H -5.91 -0.83 1.56 0.096
H -7.41 -1.28 -0.37 0.088
H -6.55 -2.56 -2.30 0.092
H -4.24 -3.40 -2.31 0.096
H -1.52 -2.92 -3.07 0.011
H -1.43 -4.48 -4.96 0.101
H -1.68 -6.92 -4.58 0.088
H -2.00 -7.77 -2.28 0.089
H -2.14 -6.21 -0.40 0.088
O -2.10 0.15 0.48 -0.120
H -1.51 0.31 1.24 -0.023
H -1.63 0.65 -0.22 -0.004
Se 1.00 -1.80 -2.75 -0.323
O 1.39 -5.13 -1.52 -0.132
H 1.31 -4.33 -2.08 -0.083
H 1.35 -4.74 -0.64 -0.027
```

Values from the calculation:
LUMO energy	4.04	eV
HOMO energy	-0.1	eV
electronic energy	-6301.57743	Eh
ΔE to the lowest compared entry with this formula, charge and spin	15.9	kcal/mol
net charge	-2

---

Entry 3:
Computed, not measured: a structure of composition C35H29InN10O4S, with ωB97M-V with the def2-TZVPD basis set.

XYZ file:
```
80
Properties=species:S:1:pos:R:3:lowdin_charge:R:1
In 1.14 0.00 -0.91 0.735
C 3.10 0.95 3.26 -0.019
C 2.14 0.48 2.21 -0.280
N 2.36 0.70 0.96 -0.051
N 3.41 1.53 0.66 -0.017
C 4.04 1.23 -0.47 -0.870
N 4.93 2.16 -0.88 0.078
S 3.82 -0.20 -1.41 0.647
C 0.86 -0.17 2.61 -0.220
C 0.62 -0.51 3.94 -0.006
C -0.61 -1.05 4.29 -0.051
C -1.57 -1.23 3.31 -0.037
C -1.24 -0.87 2.01 -0.108
N -0.06 -0.36 1.67 0.106
H 4.07 1.12 2.81 0.072
H 2.76 1.89 3.70 0.098
H 3.20 0.22 4.06 0.071
H 5.11 2.97 -0.31 0.097
H 5.53 1.94 -1.65 0.080
H 1.37 -0.34 4.70 0.102
H -0.81 -1.33 5.32 0.111
H -2.54 -1.64 3.54 0.110
H -1.95 -0.99 1.20 0.113
C 1.07 -3.36 -4.40 -0.048
C 0.57 -2.59 -5.44 -0.052
C 0.50 -1.22 -5.29 -0.003
C 0.92 -0.63 -4.09 -0.212
N 1.35 -1.39 -3.08 0.057
C 1.44 -2.71 -3.24 -0.117
C 0.94 0.84 -3.88 -0.190
C 0.96 1.69 -4.99 -0.043
C 1.02 3.06 -4.84 -0.088
C 1.07 3.60 -3.56 -0.087
C 1.05 2.76 -2.45 -0.121
C 0.98 1.38 -2.59 -0.173
H 1.16 -4.44 -4.48 0.106
H 0.24 -3.05 -6.36 0.110
H 0.10 -0.60 -6.08 0.107
H 1.83 -3.27 -2.39 0.109
H 0.96 1.27 -5.99 0.100
H 1.05 3.70 -5.71 0.100
H 1.13 4.68 -3.43 0.100
H 1.09 3.20 -1.47 0.076
C 3.41 -2.75 1.11 0.003
C 2.05 -3.04 0.58 -0.318
N 1.26 -2.21 -0.08 0.104
C 0.09 -2.88 -0.33 -0.144
C 0.17 -4.15 0.16 -0.068
N 1.42 -4.22 0.74 0.191
C -0.70 -5.35 0.24 -0.489
O -1.84 -5.31 -0.39 0.137
O -0.29 -6.32 0.85 0.096
C -1.05 -2.17 -1.00 -0.580
O -2.08 -2.82 -1.26 0.041
O -0.88 -0.93 -1.20 -0.064
H 3.79 -1.85 0.64 0.014
H 4.09 -3.58 0.88 0.091
H 3.38 -2.63 2.19 0.088
H 1.75 -5.05 1.21 0.174
H -1.97 -4.41 -0.85 0.091
N -8.67 2.44 3.09 0.158
C -7.56 2.45 2.79 -0.178
C -6.17 2.47 2.42 -0.230
C -5.31 3.41 2.97 -0.017
C -3.97 3.43 2.61 0.000
C -3.48 2.50 1.71 -0.170
C -4.34 1.55 1.16 0.004
C -5.67 1.53 1.51 -0.012
N -2.11 2.51 1.35 -0.001
C -1.06 3.11 2.03 -0.033
C 0.06 2.83 1.31 -0.119
N -0.28 2.08 0.20 0.042
C -1.57 1.92 0.24 -0.138
H -5.69 4.14 3.67 0.124
H -3.33 4.19 3.03 0.110
H -3.96 0.80 0.48 0.113
H -6.33 0.79 1.09 0.127
H -1.19 3.63 2.96 0.114
H 1.08 3.10 1.52 0.107
H -2.14 1.38 -0.50 0.138
```

Values from the calculation:
LUMO energy	-0.28	eV
HOMO energy	-7.9	eV
electronic energy	-2788.15173	Eh
ΔE to the lowest compared entry with this formula, charge and spin	9.9	kcal/mol

---

Entry 4:
Computed, not measured: a structure of composition C15H27NOPd in a non-equilibrium geometry, with ωB97M-V with the def2-TZVPD basis set.

XYZ file:
```
45
Properties=species:S:1:pos:R:3:mulliken_spin:R:1
Pd -0.18 0.02 0.74 0.349
C -0.53 0.00 3.70 0.010
C -1.38 -0.01 2.45 0.017
C -1.85 1.20 1.88 -0.023
C -2.94 1.20 1.01 0.038
C -3.53 0.00 0.63 -0.003
C -2.97 -1.21 1.04 0.041
C -1.88 -1.22 1.92 -0.021
H 0.14 0.86 3.69 0.003
H 0.06 -0.92 3.78 0.003
H -1.17 0.07 4.58 -0.005
H -1.47 2.15 2.27 -0.002
H -3.35 2.13 0.66 0.002
H -4.41 0.00 0.01 0.002
H -3.40 -2.14 0.71 0.002
H -1.52 -2.17 2.31 -0.001
C -0.57 2.31 -1.89 0.007
C -1.54 1.21 -2.30 -0.002
O -1.07 0.00 -1.74 0.011
C -1.55 -1.20 -2.28 -0.002
C -0.62 -2.32 -1.82 0.007
H -1.04 3.29 -1.92 0.000
H 0.31 2.32 -2.53 0.000
H -0.23 2.10 -0.86 -0.001
H -1.57 1.12 -3.40 0.000
H -2.55 1.43 -1.94 0.001
H -1.57 -1.15 -3.38 0.000
H -2.58 -1.40 -1.92 0.001
H 0.26 -2.37 -2.46 0.001
H -1.12 -3.28 -1.81 0.000
H -0.27 -2.07 -0.80 -0.002
C 3.50 0.75 -1.27 0.106
C 2.88 0.01 -0.06 -0.195
C 3.40 -1.45 -0.03 0.095
C 3.28 0.71 1.26 0.100
N 1.50 0.00 -0.23 1.488
H 4.58 0.72 -1.25 0.006
H 3.17 1.79 -1.25 -0.005
H 3.15 0.30 -2.19 -0.012
H 4.49 -1.48 0.03 0.006
H 3.08 -1.98 -0.92 -0.008
H 2.98 -1.96 0.84 -0.007
H 4.36 0.73 1.38 0.000
H 2.83 0.18 2.10 -0.005
H 2.90 1.73 1.26 -0.001
```

Values from the calculation:
LUMO energy (spin up / spin down)	0.86 / 0.04	eV
HOMO energy (spin up / spin down)	-7.4 / -7.4	eV
electronic energy	-845.50487	Eh
multiplicity	3
ΔE to the lowest compared entry with this formula, charge and spin	7.5	kcal/mol
expectation value of S²	2.021